No. 1
Density functional theory data (the ωB97M-V functional and the def2-TZVPD basis) for a molecular structure, C3H6O2S2 at a distorted geometry.

The geometry in ORCA input format:
```
! RIJCOSX wB97M-V def2-TZVPD def2/J DEFGRID3
* xyz 0 1
H 0.6154 -1.2387 2.3242
O 0.1709 1.8627 0.2468
H -1.9202 -0.4890 -1.2732
H -0.6935 1.5405 0.1082
C -0.1274 -1.2876 1.5272
C 0.7509 0.6881 -0.1140
C -0.0428 -0.5024 0.2433
H 1.8013 0.4805 0.0632
O -1.7862 -0.1555 -0.3449
S 0.5233 -2.1632 0.0432
S 0.9129 0.7014 -2.0840
H 0.9494 2.1488 -2.4252
H -1.1541 -1.5856 1.6852
*
```

HOMO in eV: -9.23
Lowest unoccupied orbital energy in eV: 0.2
Gap between HOMO and LUMO in eV: 9.4
Energy above the lowest of the compared OMol25 structures with the same formula, charge and spin in kcal/mol: 92.4
Largest force on an atom in eV/A: 3.3
Total energy in Ha: -1064.63835
Molar mass in u: 138.21

No. 2
Density functional theory data (the ωB97M-V functional and the def2-TZVPD basis) for a single CH3BrClNO2S molecule at a distorted geometry.

The geometry in ORCA input format:
```
! RIJCOSX wB97M-V def2-TZVPD def2/J DEFGRID3
* xyz 0 1
S 0.9244 0.1241 -0.3891
C -1.2828 0.2532 -0.5543
H 0.4945 0.3496 1.7491
N 0.9550 -0.3789 1.2105
O 1.3592 -0.8573 -1.3118
Cl -1.6633 1.7400 0.2380
Br -1.8136 -1.4422 0.0700
H -1.3523 0.1082 -1.6981
O 1.4514 1.4612 -0.5371
H 0.9275 -1.3580 1.2229
*
```

HOMO in eV: -9.77
Lowest unoccupied orbital energy in eV: 0.3
Gap between HOMO and LUMO in eV: 10.1
Energy above the lowest of the compared OMol25 structures with the same formula, charge and spin in kcal/mol: 33.1
Largest force on an atom in eV/A: 4.7
Total energy in Ha: -3677.46014
Molar mass in u: 208.46

No. 3
Density functional theory data (the ωB97M-V functional and the def2-TZVPD basis) for 22 unconnected molecules or ions with the total composition C44H66N22 at a distorted geometry.

The geometry in ORCA input format:
```
! RIJCOSX wB97M-V def2-TZVPD def2/J DEFGRID3
* xyz 0 1
C -0.7614 -1.9507 -5.2471
H -2.9486 4.4397 -3.0184
N -1.6812 -5.8187 -1.8350
C 4.2667 -4.2889 -3.3086
H -5.0372 5.2282 0.4083
C -0.0208 4.1099 2.3445
H -5.4790 1.5397 0.8268
C -0.2220 -3.2079 4.2150
C -2.3326 -1.4195 -1.3262
N -2.2189 0.8892 -2.5550
H 3.1942 -4.4091 -3.2121
N -3.4207 -4.4036 3.2682
H -1.6017 -5.0641 0.6690
C 0.1532 1.9340 -0.5477
N -0.4232 4.8675 -2.0531
H 3.1416 7.0858 -0.6435
N 1.2144 -2.4283 -1.9957
C 4.4644 -0.4993 -3.6938
C 4.7006 1.3495 0.9314
H 0.7395 1.3667 -1.2342
N 4.4628 -1.2767 -4.5315
C 1.5604 -2.2621 -0.8925
H -2.5803 0.2826 2.4022
C -0.8440 0.6747 6.6617
H 2.6604 5.5599 0.1918
N 0.4835 -2.9004 3.3415
H -4.1324 4.1544 -4.3974
H -6.1475 1.1692 -0.7673
N -6.4890 -0.2998 3.5059
H 4.5671 -3.3770 -3.8135
C -2.2774 -0.1313 -2.0380
H 2.0112 -3.3695 0.6849
H -1.2368 -3.4114 1.2244
C -6.4231 -2.8005 4.0699
C -6.5090 -1.4074 3.7791
H -4.3247 0.3636 2.5060
C 6.6786 -0.5046 2.6390
H 4.2999 1.5396 -3.2034
N 5.0264 -3.9679 -0.8662
H -0.5532 -3.1221 6.2009
C 5.0680 2.6470 1.3709
H -0.6835 2.5191 -0.9721
H 5.4943 3.1269 0.5261
C -4.1115 5.0713 0.9264
C -6.1358 0.8457 0.3058
H -3.1351 -1.9935 -1.8096
H 0.0154 3.4885 -4.7835
H -0.5958 -0.0719 -4.3588
N 1.5925 1.4373 -6.7890
H 2.8500 -1.4824 3.2165
H -0.7649 -5.8872 -4.9012
C -5.6467 -0.4883 0.5454
H 0.5806 -6.3101 -3.8944
H 2.3982 -0.8386 -8.8765
C 0.0436 -0.8614 -4.7849
H 0.0682 -4.5820 -4.1318
C 4.4596 0.5526 -2.7210
H -2.4664 -1.2680 -0.2670
H 3.0799 -3.0256 4.0933
H 1.3253 -1.5001 -7.6706
N 3.2972 4.6056 -2.6896
N 4.4444 0.2254 0.7829
C 2.9532 5.2867 -1.8528
C 2.5925 -1.3447 5.2043
H 0.5523 -0.4228 -5.6287
H 4.6318 -5.1388 -3.7960
H 0.9964 2.5544 -3.7722
C -3.4055 0.5704 3.0681
C 2.5589 6.1451 -0.7527
C -3.4735 -0.3686 4.1681
H -3.4396 1.6233 3.3505
C 1.9516 -2.2955 0.4876
C 2.1751 -0.8761 -7.8052
H -3.6117 2.7499 -3.3123
N 6.6703 0.5374 3.1374
C -3.6714 3.7022 0.5547
H 6.7720 -1.8191 1.0756
C -0.8915 1.2465 5.3428
H 5.7892 -2.4243 2.3290
C -1.0308 -5.7553 -2.7672
C 4.7184 -4.1313 -1.9506
H -1.3291 1.3012 7.3469
H -5.7413 -3.3939 3.3902
N -5.3180 -1.5980 0.6548
H -3.3854 5.8329 0.6311
N 2.5770 4.3606 2.1933
H 0.8443 2.5617 0.0684
N -1.0446 1.7845 4.3494
H -1.3667 -1.9727 -1.4412
C -3.8409 3.8652 -3.3801
N -3.5980 -0.9764 5.1313
C -0.3938 0.8307 0.3586
C 0.1361 4.2261 -2.8230
H -1.5198 -4.4076 5.3225
C -4.9843 4.1084 -2.4890
N -0.7028 0.1182 1.2048
H 7.6530 -2.2669 2.5572
H -4.2971 5.1253 1.9428
H 4.2544 3.2345 1.7265
H 4.3620 -1.6496 4.1735
H 0.7319 -1.2193 -4.0303
H 3.6898 0.4119 -2.0026
C -2.0140 -4.1619 1.0600
C -2.7674 -4.2978 2.3290
C 3.3088 -1.9541 4.1134
H -7.4671 -3.1537 3.8372
H 1.5161 6.4535 -0.7403
N -5.8761 4.4047 -1.8146
H 2.8526 -1.7938 0.7440
H 0.2043 0.5773 7.0479
H 2.9631 -1.4046 -7.3057
H 5.4526 0.5791 -2.2767
C 1.8908 0.4270 -7.2741
H 5.8185 2.5110 2.1642
H -0.2314 3.3574 3.0888
C -0.2530 -5.6340 -3.9906
N -1.3277 -2.8905 -5.5694
H -0.4634 3.8475 1.4106
C -1.1412 -3.4372 5.3313
H -1.9278 -2.6977 5.2656
H 1.6522 4.0845 -4.3028
H -7.1627 0.9984 0.6506
H -6.2351 -2.9896 5.1380
H -0.3988 5.0720 2.7114
N -3.2131 2.7262 0.1950
H 1.1578 -1.9219 1.0959
C 1.4480 4.2471 2.2375
H -2.6717 -3.8809 0.2361
C 0.7372 3.5945 -4.0169
N 2.0403 -0.9876 6.1362
H -1.3260 -0.3544 6.5885
C 6.7328 -1.8809 2.1359
*
```

HOMO in eV: -10.86
Lowest unoccupied orbital energy in eV: 0.4
Gap between HOMO and LUMO in eV: 11.3
Energy above the lowest of the compared OMol25 structures with the same formula, charge and spin in kcal/mol: 0.0
Largest force on an atom in eV/A: 3.1
Total energy in Ha: -2920.64349
Molar mass in u: 903.17

No. 4
Density functional theory data (the ωB97M-V functional and the def2-TZVPD basis) for 3 unconnected molecules or ions with the total composition CH7BrN3 at a distorted geometry.

The geometry in ORCA input format:
```
! RIJCOSX wB97M-V def2-TZVPD def2/J DEFGRID3
* xyz 1 1
N -0.4605 2.2306 0.0313
H -0.1178 2.6279 0.9074
H -0.5075 -2.1892 0.2183
C 0.3547 -1.5226 0.0386
H -0.0352 2.7156 -0.7579
Br -3.0715 -0.0151 -0.0084
H 2.3576 -1.6656 -0.2787
H -0.2188 1.1593 0.0023
H -1.4789 2.3122 -0.0173
H 1.5627 -3.1762 -0.0531
N 1.5111 -2.1721 -0.0666
N 0.1040 -0.3048 -0.0159
*
```

HOMO (spin up / spin down) in eV: -13.56 / -13.54
Lowest unoccupied orbital energy (spin up / spin down) in eV: -8.1 / -8.1
Gap between HOMO and LUMO (spin up / spin down) in eV: 5.5 / 5.5
Energy above the lowest of the compared OMol25 structures with the same formula, charge and spin in kcal/mol: 76.2
Largest force on an atom in eV/A: 2.4
Total energy in Ha: -2780.20705
Molar mass in u: 140.99

No. 5
Density functional theory data (the ωB97M-V functional and the def2-TZVPD basis) for 11 unconnected molecules or ions with the total composition C42H75N9O2 at a distorted geometry.

The geometry in ORCA input format:
```
! RIJCOSX wB97M-V def2-TZVPD def2/J DEFGRID3
* xyz 0 1
H -2.7619 -3.1225 3.7316
H -0.2243 4.0189 3.0016
H 2.0545 -0.8431 -1.2289
C 1.8778 -0.6129 0.9275
H 1.7928 -1.6814 1.1363
H -3.0130 -2.7832 2.1041
H 2.5612 -3.5336 2.6203
H 2.4908 -3.7615 0.1524
H -4.1939 -4.9020 2.8980
H 0.6888 0.4691 -3.8102
H 1.3463 5.9881 4.6826
C -0.9187 2.5989 -1.6785
H 1.3314 4.6016 2.5245
H 7.3446 1.9101 -3.4947
H -2.8321 3.1854 -2.2933
H 0.2916 -0.7434 -6.5270
H 3.8664 -4.1606 -0.7811
C -0.4669 -7.6270 0.3382
H 4.1163 4.8264 -1.7270
H -3.0757 1.4744 4.8020
H -3.9865 -2.0725 -3.9891
H -2.7950 -1.9027 -0.2989
C -2.4341 -5.9062 3.8319
H 0.4821 -0.3295 -0.7593
C -2.3811 2.4892 -1.5971
H -0.3256 5.5858 4.8736
C -1.6182 6.1723 2.9411
O -2.0116 -6.7804 -1.3297
H 1.0074 4.3049 5.0483
H 1.4617 1.1137 2.2117
H -4.6607 3.1519 3.8836
H -5.4895 1.7211 2.9834
C 0.8268 1.2166 -5.7264
H 4.0102 -4.2347 3.5534
C 5.5285 1.5414 -4.6395
H -1.1720 -8.4855 0.4006
C 6.3502 2.3821 -3.6555
C -0.8799 -6.7877 -0.9079
H 0.2973 6.9386 2.6963
C -4.0070 -2.1779 -2.9100
C 3.0980 7.2764 -0.9715
H -2.6363 3.4745 1.7523
C 0.4084 4.8742 3.0268
H -4.6803 -3.0316 -2.6579
H -1.1421 3.5147 0.5982
C 2.3579 6.1173 -1.6678
H 0.5641 -8.0038 0.2380
C -2.8461 2.4497 -0.1607
H 0.2597 2.1082 -5.4496
H 2.3363 6.2973 -2.7339
C -2.5598 -3.5905 2.7598
N -2.7065 6.0671 3.3419
N -4.9086 -0.0052 -1.8304
C 1.5197 -0.1989 -0.4824
C 3.0276 4.7324 -1.5078
H -0.4063 0.5964 -7.3711
C 3.3351 -4.4195 0.1125
H -2.9863 -3.5350 -0.6411
O 4.8595 2.0318 -5.4669
C -4.9466 2.0524 3.8755
C 2.9789 4.1400 -0.1122
H 2.9293 -0.3536 1.1438
N 2.2443 -6.6888 2.9258
H 4.7141 -3.3469 1.3260
C -1.1074 -3.4573 2.4895
H -0.3791 6.0688 1.2241
C -3.9640 -0.1237 3.8173
H 1.2080 -6.2761 -0.9357
C -0.3474 0.0002 1.9436
N -1.5068 -0.1074 1.8417
H 0.3914 -5.8550 -2.5173
H -1.9959 -1.4412 -2.7541
H 0.0922 -4.8771 -0.9726
H 1.7567 0.8564 -0.6675
H -2.6769 1.5764 -2.1611
H -6.0575 0.8193 5.2650
C 5.6995 0.0373 -4.4131
C 4.2048 -4.3138 1.3196
H -3.0420 -5.4385 1.7486
N 2.8492 3.5907 0.9036
H 4.9202 -5.1139 1.2336
H -5.4808 2.3659 5.9950
H 2.0841 1.5734 -4.0005
C -2.4230 -2.6571 -0.9832
N -0.0303 -3.2353 2.2520
H 2.6092 3.9641 -2.1621
H -2.4995 -5.2685 4.7102
H 1.4067 -0.4545 3.0087
H 3.0811 7.2503 0.1233
H 6.4114 3.4143 -3.8653
H 5.6696 -0.1571 -3.3297
H 5.8785 2.4384 -2.6659
C -0.2010 0.2032 -6.3700
H -3.0044 1.3998 2.9077
C 0.2553 -5.8927 -1.3620
H 2.9813 -5.4524 -0.0576
H -3.9615 2.4794 -0.1473
H 1.9721 -0.1378 -4.5826
H -1.4132 -2.8145 -0.7053
C -4.5411 -1.0195 -2.2513
C 1.1224 0.0851 2.0816
C -5.8647 1.8996 5.0684
H 4.8987 -0.5699 -4.8809
N -4.3144 -1.2085 3.6530
H -0.4476 -6.9745 1.2462
H -2.0785 -3.1469 -3.1465
H -6.8530 2.3316 4.8311
H 2.6598 8.2329 -1.3095
N 0.2281 2.5806 -1.7534
C -2.2907 3.5892 0.6962
C -0.2714 6.0336 2.3828
C 0.6363 5.2105 4.5015
H -2.5745 4.5711 0.3164
C -3.5946 1.2780 3.8619
H 4.1207 7.3571 -1.3393
C -3.0985 -5.0118 2.7457
H -3.0275 -6.8200 4.0764
H 1.5252 1.5528 -6.5074
C -2.5191 -2.3632 -2.4880
C -1.4084 0.0488 -5.5066
N -2.4316 -0.1437 -4.9725
H 6.6701 -0.3547 -4.7791
H -2.5899 1.4556 0.2577
C 1.4543 0.7662 -4.4811
C 2.6818 -5.6477 2.7141
C 3.3719 -4.3616 2.6035
H 1.2781 6.0867 -1.4235
H -1.4158 -6.2220 3.6361
*
```

HOMO in eV: -9.45
Lowest unoccupied orbital energy in eV: 0.2
Gap between HOMO and LUMO in eV: 9.7
Energy above the lowest of the compared OMol25 structures with the same formula, charge and spin in kcal/mol: 0.0
Largest force on an atom in eV/A: 3.8
Total energy in Ha: -2288.49355
Molar mass in u: 738.12

> The highest largest force on an atom belongs to which entry?

CH3BrClNO2S

What did the fourth record say?
Density functional theory data (the ωB97M-V functional and the def2-TZVPD basis) for 3 unconnected molecules or ions with the total composition CH7BrN3 at a distorted geometry.

The geometry in ORCA input format:
```
! RIJCOSX wB97M-V def2-TZVPD def2/J DEFGRID3
* xyz 1 1
N -0.4605 2.2306 0.0313
H -0.1178 2.6279 0.9074
H -0.5075 -2.1892 0.2183
C 0.3547 -1.5226 0.0386
H -0.0352 2.7156 -0.7579
Br -3.0715 -0.0151 -0.0084
H 2.3576 -1.6656 -0.2787
H -0.2188 1.1593 0.0023
H -1.4789 2.3122 -0.0173
H 1.5627 -3.1762 -0.0531
N 1.5111 -2.1721 -0.0666
N 0.1040 -0.3048 -0.0159
*
```

HOMO (spin up / spin down) in eV: -13.56 / -13.54
Lowest unoccupied orbital energy (spin up / spin down) in eV: -8.1 / -8.1
Gap between HOMO and LUMO (spin up / spin down) in eV: 5.5 / 5.5
Energy above the lowest of the compared OMol25 structures with the same formula, charge and spin in kcal/mol: 76.2
Largest force on an atom in eV/A: 2.4
Total energy in Ha: -2780.20705
Molar mass in u: 140.99